[1]
Here is C38H41CoN4OSe as an isolated structure from OMol25. Energies are from wB97M-V/def2-TZVPD.

Results
Net charge: 0
Electronic energy, Ha: -5551.1351
Relative energy (zero: lowest compared OMol25 entry of this formula, charge and spin), eV: 0.125
Highest occupied orbital energy (spin up / spin down), eV: -7.05 / -7.06
HOMO-LUMO gap (spin up / spin down), eV: 6.422 / 6.423

Each line ends with the Mulliken charge.
Atoms and positions in Å:
Co1 -0.13807 -0.76403 -0.85295  -2.336
C1 -1.41785 -2.42423 2.72678  -2.560
C2 -1.26203 -1.85032 1.36453  1.123
N1 -0.15807 -1.40938 0.87453  3.415
N2 1.02461 -1.43432 1.53580  -1.796
C3 1.96145 -0.97984 0.70753  0.401
O1 1.74320 -0.62938 -0.49501  -0.390
C4 3.35098 -0.89490 1.22173  0.204
C5 3.63037 -1.09299 2.57095  -0.337
C6 4.93632 -1.00301 3.02457  -0.780
C7 5.96355 -0.72057 2.13376  -0.366
C8 5.68536 -0.52287 0.78853  -0.732
C9 4.37986 -0.60578 0.33083  -0.387
C10 -2.38496 -1.67094 0.43940  0.676
C11 -3.70284 -1.97719 0.74061  -0.969
C12 -4.67973 -1.69857 -0.20183  -0.643
C13 -4.31774 -1.12080 -1.40832  -0.974
C14 -2.98176 -0.84477 -1.64235  -0.279
N3 -2.04592 -1.12681 -0.74536  1.082
H1 -0.44024 -2.55190 3.18374  0.376
H2 -1.92247 -3.39044 2.67735  0.509
H3 -2.01388 -1.75643 3.35493  0.395
H4 2.81956 -1.31329 3.25102  0.428
H5 5.15475 -1.15498 4.07360  0.395
H6 6.98355 -0.65255 2.49015  0.395
H7 6.48709 -0.30818 0.09411  0.404
H8 4.14069 -0.44871 -0.71198  0.476
H9 -3.95261 -2.40948 1.69855  0.567
H10 -5.71636 -1.92477 0.00929  0.465
H11 -5.05209 -0.88138 -2.16357  0.474
H12 -2.64107 -0.38586 -2.56138  0.512
C15 2.24456 4.03851 -3.78173  -1.710
C16 1.59689 2.73494 -3.39063  0.190
C17 1.83179 1.58689 -4.15663  -1.111
C18 1.21699 0.38723 -3.84473  0.199
C19 1.46467 -0.86024 -4.64019  -1.391
C20 0.34455 0.38985 -2.76087  0.780
C21 0.17529 1.48306 -1.87442  1.216
C22 0.79531 2.69391 -2.26530  -1.112
N4 -0.49553 1.13650 -0.74271  1.190
C23 -0.89907 2.10291 0.27559  0.126
C24 0.30788 2.76167 0.97783  -1.269
C25 -0.15873 3.78269 2.01952  0.351
C26 -0.97631 3.06715 3.09629  -1.506
C27 -2.18466 2.39486 2.44060  0.496
C28 -3.06461 3.46823 1.79716  -1.524
C29 -2.26109 4.18728 0.71185  0.412
C30 -1.02393 4.84549 1.33311  -1.245
C31 -1.82177 3.17005 -0.34542  -1.316
C32 -1.71061 1.40352 1.37287  -1.495
H13 2.86633 3.92159 -4.66821  0.383
H14 2.87304 4.41965 -2.97507  0.346
H15 1.49084 4.79835 -3.99603  0.338
H16 2.49287 1.64389 -5.01363  0.258
H17 2.05276 -0.64141 -5.53048  0.441
H18 0.52902 -1.33057 -4.94732  0.312
H19 2.00063 -1.59515 -4.03657  0.236
H20 -0.27995 -0.51830 -2.64373  0.033
H21 0.67719 3.59654 -1.68625  0.576
H22 0.96649 3.24224 0.25686  0.576
H23 0.89106 1.96737 1.45761  0.263
H24 0.71469 4.25704 2.47551  0.321
H25 -1.31525 3.78107 3.85374  0.560
H26 -0.35392 2.32190 3.60129  0.489
H27 -2.75988 1.85314 3.19777  0.385
H28 -3.39771 4.18108 2.55803  0.550
H29 -3.95908 3.01426 1.35844  0.517
H30 -2.88542 4.94967 0.23734  0.268
H31 -1.32595 5.61175 2.05354  0.535
H32 -0.44167 5.34490 0.55153  0.513
H33 -1.32506 3.67987 -1.17029  0.554
H34 -2.69405 2.65690 -0.76482  0.454
H35 -2.58023 0.91590 0.91920  0.282
H36 -1.08926 0.63822 1.84269  0.102
Se1 0.08627 -2.92176 -1.92131  -0.061
C33 -0.05110 -4.46364 -0.79249  0.299
C34 0.28410 -4.54118 0.55765  0.163
C35 0.14839 -5.73619 1.25348  -0.630
C36 -0.31383 -6.87798 0.61776  -0.585
C37 -0.62337 -6.81485 -0.73442  -0.552
C38 -0.49325 -5.62548 -1.43169  -0.890
H37 0.70449 -3.68468 1.06457  0.407
H38 0.42777 -5.77433 2.29978  0.426
H39 -0.41821 -7.80732 1.16223  0.377
H40 -0.97107 -7.69963 -1.25355  0.369
H41 -0.74295 -5.58871 -2.48493  0.354

=====

[2]
Here is C38H41N2NdO7 as an isolated structure in a non-equilibrium geometry from OMol25. Energies are from wB97M-V/def2-TZVPD.

Results
Net charge: -2
Electronic energy, Ha: -2670.2250
⟨S²⟩: 3.75
Highest occupied orbital energy (spin up / spin down), eV: 1.54 / 1.54
HOMO-LUMO gap (spin up / spin down), eV: 2.287 / 2.287
Spin multiplicity: 4

Each line ends with the Löwdin spin population.
Atoms and positions in Å:
C1 0.57996 -1.99974 -5.51685  0.000
C2 0.91992 -0.96159 -4.40748  0.000
C3 0.09374 -3.27079 -4.79694  0.000
C4 0.41709 -3.13359 -3.26507  0.000
H1 0.58893 -4.15987 -5.20123  0.000
H2 -0.97788 -3.41494 -4.97151  0.000
C5 1.39686 -1.82839 -3.26222  0.000
H3 0.00124 -0.40215 -4.16804  0.000
H4 1.70227 -0.26984 -4.75066  0.000
C6 2.08808 -1.20306 -1.98222  0.000
H5 2.28492 -2.32161 -3.70675  0.000
H6 1.10092 -3.94754 -2.93823  0.000
C7 -0.85344 -3.37331 -2.56969  0.000
C8 -0.40969 -1.42616 -6.51904  0.000
C9 1.72728 -2.37970 -6.46975  0.000
O1 1.89843 -3.49814 -6.93024  0.000
O2 -1.31355 -0.65983 -6.20772  0.000
O3 -0.18967 -1.83502 -7.77906  0.000
O4 2.52513 -1.35246 -6.78997  0.000
C10 3.50007 -1.67892 -7.79260  0.000
H7 4.00904 -0.74290 -8.00838  0.000
H8 3.00458 -2.05593 -8.69125  0.000
H9 4.20139 -2.43293 -7.42338  0.000
C11 -1.06203 -1.25039 -8.75087  0.000
H10 -2.11129 -1.49925 -8.54417  0.000
H11 -0.74707 -1.67814 -9.70140  0.000
H12 -0.95016 -0.15793 -8.77271  0.000
O5 1.62522 -0.07438 -1.25943  -0.016
H13 3.10813 -0.89015 -2.32069  0.000
H14 2.25662 -2.04681 -1.26216  0.000
C12 -0.85881 -4.17171 -1.32615  0.000
C13 -2.11535 -2.70274 -2.94875  0.000
H15 -2.85473 -3.44218 -3.30327  0.000
H16 -2.03787 -1.93115 -3.72738  0.000
H17 -2.58039 -2.23238 -2.06139  0.000
H18 -1.64854 -3.82056 -0.64346  0.000
H19 0.09724 -4.14005 -0.77500  0.000
H20 -1.07243 -5.24085 -1.50276  0.000
Nd1 0.36653 0.68284 0.23007  3.039
C14 2.75489 0.41452 2.88377  -0.001
C15 3.39589 -0.55782 2.05980  0.000
C16 3.81566 0.09481 0.86004  0.000
H21 3.58095 -1.59796 2.32159  0.000
C17 3.48614 1.47877 0.96332  -0.001
C18 2.79319 1.67127 2.20268  -0.001
H22 2.40022 2.61022 2.58084  0.000
H23 2.36612 0.24312 3.88120  0.000
H24 4.32138 -0.38115 0.02212  0.000
H25 3.76249 2.26372 0.25283  0.000
C19 -2.13467 1.65142 -0.54095  -0.004
C20 -1.50610 2.66392 0.24291  -0.003
C21 -0.32831 3.10475 -0.44621  -0.005
H26 -1.91624 3.11362 1.14599  0.000
C22 -0.23880 2.35901 -1.66593  -0.005
C23 -1.34579 1.45168 -1.71938  -0.001
H27 -1.58472 0.77136 -2.54373  0.000
H28 -3.10082 1.18736 -0.32820  0.000
H29 0.33622 3.91112 -0.12680  0.000
H30 0.52458 2.47915 -2.43699  0.000
O6 -1.01247 -0.51213 1.88450  -0.003
C24 -0.91819 0.37040 2.79984  0.001
N1 -1.51256 0.34602 4.03102  0.000
C25 -1.13799 1.49666 4.81709  0.000
C26 -0.19952 2.21711 3.83110  0.000
O7 0.41840 3.26289 4.05180  0.000
N2 -0.15298 1.48777 2.66542  -0.001
C27 -2.33785 2.36726 5.18844  0.000
C28 -2.58030 3.56883 4.52497  0.000
C29 -3.63339 4.39295 4.93740  0.000
C30 -4.44358 4.00769 6.00598  0.000
C31 -4.20705 2.79370 6.66466  0.000
C32 -3.15254 1.97156 6.25903  0.000
C33 -0.34078 1.11870 6.05461  0.000
C34 -0.13047 2.11536 7.01344  0.000
C35 0.70620 1.87506 8.09775  0.000
C36 1.32168 0.62616 8.23330  0.000
C37 1.08543 -0.38224 7.28958  0.000
C38 0.24063 -0.14318 6.19569  0.000
H31 -2.25238 -0.31873 4.24581  0.000
H32 -1.91511 3.90987 3.72905  0.000
H33 -3.77739 5.33684 4.41126  0.000
H34 -5.24913 4.66586 6.34011  0.000
H35 -4.82414 2.48376 7.50788  0.000
H36 -2.93065 1.04533 6.79739  0.000
H37 -0.62408 3.08148 6.88957  0.000
H38 0.87723 2.67327 8.81962  0.000
H39 1.98904 0.44294 9.07623  0.000
H40 1.56347 -1.36055 7.38560  0.000
H41 0.03751 -0.92930 5.46075  0.000